Entry from OMol25: C37H56MoO4P2SSi as an isolated structure (ωB97M-V/def2-TZVPD).

Each line ends with the Mulliken spin population.
Cartesian coordinates (Å):
Mo (-0.263, 0.184, -1.028)  2.02
C (1.728, 0.956, 2.691)  -0.01
C (0.235, 0.697, 2.689)  -0.03
C (-0.603, 1.961, 2.644)  0.04
C (-0.138, -0.125, 3.912)  0.00
O (-0.085, -0.082, 1.453)  -0.18
Si (-0.928, -1.526, 1.476)  0.13
S (-0.855, -1.929, -0.675)  -0.08
O (-0.314, -2.721, 2.324)  0.01
C (0.748, -3.735, 2.259)  0.00
C (1.030, -4.113, 3.696)  0.00
C (1.982, -3.137, 1.607)  0.00
C (0.212, -4.915, 1.472)  0.00
O (-2.450, -1.207, 1.877)  0.03
C (-3.501, -2.027, 2.518)  0.00
C (-3.113, -2.272, 3.967)  0.00
C (-4.768, -1.208, 2.433)  0.00
C (-3.625, -3.327, 1.741)  0.00
H (2.002, 1.606, 3.529)  0.00
H (2.053, 1.427, 1.775)  0.02
H (2.279, 0.015, 2.793)  0.00
H (-0.456, 2.551, 3.553)  0.00
H (-1.662, 1.697, 2.570)  -0.01
H (-0.342, 2.589, 1.790)  0.00
H (0.113, 0.438, 4.814)  0.00
H (0.413, -1.072, 3.938)  0.00
H (-1.215, -0.342, 3.937)  0.00
H (1.468, -3.271, 4.244)  0.00
H (1.732, -4.951, 3.730)  0.00
H (0.106, -4.415, 4.195)  0.00
H (2.304, -2.232, 2.138)  0.00
H (1.790, -2.884, 0.562)  0.00
H (2.801, -3.861, 1.638)  0.00
H (-0.676, -5.327, 1.959)  0.00
H (0.968, -5.703, 1.418)  0.00
H (-0.050, -4.621, 0.451)  0.00
H (-3.067, -1.326, 4.517)  0.00
H (-2.140, -2.768, 4.030)  0.00
H (-3.857, -2.911, 4.452)  0.00
H (-4.598, -0.205, 2.838)  0.00
H (-5.560, -1.685, 3.018)  0.00
H (-5.110, -1.126, 1.399)  0.00
H (-2.704, -3.920, 1.819)  0.00
H (-3.829, -3.124, 0.683)  0.00
H (-4.448, -3.926, 2.138)  0.00
O (-1.231, -0.580, -3.499)  0.17
C (-0.119, -0.328, -3.092)  -0.09
C (1.132, -0.543, -3.858)  0.01
C (1.133, -1.020, -5.160)  0.00
C (2.345, -1.273, -5.781)  0.00
C (3.541, -1.051, -5.099)  0.00
C (3.533, -0.568, -3.794)  0.00
C (2.315, -0.306, -3.185)  0.04
P (2.128, 0.365, -1.517)  0.01
C (3.549, -0.204, -0.585)  0.03
C (4.440, 0.693, -0.005)  -0.01
C (5.551, 0.205, 0.675)  0.00
C (5.758, -1.164, 0.778)  0.00
C (4.857, -2.060, 0.209)  0.00
C (3.748, -1.583, -0.471)  -0.01
C (2.257, 2.157, -1.728)  -0.08
C (1.758, 3.000, -0.735)  0.04
C (1.963, 4.372, -0.803)  0.02
C (2.649, 4.908, -1.880)  0.00
C (3.119, 4.078, -2.895)  0.00
C (2.927, 2.710, -2.825)  0.00
H (0.191, -1.203, -5.666)  0.00
H (2.364, -1.657, -6.795)  0.00
H (4.487, -1.262, -5.587)  0.00
H (4.466, -0.399, -3.267)  0.00
H (4.284, 1.763, -0.092)  0.00
H (6.257, 0.899, 1.121)  0.00
H (6.633, -1.539, 1.301)  0.00
H (5.024, -3.129, 0.293)  0.00
H (3.051, -2.277, -0.926)  0.00
H (1.250, 2.587, 0.112)  -0.03
H (1.593, 5.021, -0.016)  0.00
H (2.821, 5.977, -1.931)  0.00
H (3.651, 4.503, -3.740)  0.00
H (3.304, 2.071, -3.614)  0.00
C (-1.715, 4.305, -0.624)  0.00
C (-2.628, 3.094, -0.420)  -0.03
P (-2.252, 1.678, -1.492)  -0.02
C (-3.627, 0.494, -1.213)  0.03
C (-5.014, 1.134, -1.074)  0.00
C (-2.375, 2.328, -3.191)  -0.01
C (-3.541, 3.284, -3.467)  0.00
H (-1.992, 5.103, 0.068)  0.00
H (-1.793, 4.708, -1.636)  0.00
H (-0.675, 4.056, -0.448)  0.00
H (-3.662, 3.356, -0.633)  0.00
H (-2.592, 2.744, 0.609)  -0.01
H (-3.389, -0.067, -0.317)  -0.01
H (-3.582, -0.206, -2.043)  0.00
H (-5.128, 1.647, -0.118)  0.00
H (-5.770, 0.349, -1.119)  0.00
H (-5.238, 1.841, -1.870)  0.00
H (-2.430, 1.464, -3.838)  0.00
H (-1.423, 2.812, -3.403)  0.01
H (-4.500, 2.767, -3.451)  0.00
H (-3.417, 3.698, -4.469)  0.00
H (-3.590, 4.123, -2.772)  0.00

The calculation puts the largest force on an atom at 0.78 eV/Å. The value obtained for the energy is -3182.73030 Ha. The spin multiplicity is 3. The total charge is +2. Its expectation value of S² is 2.03. As for the HOMO energy (spin up / spin down): -0.520 / -0.517 Ha.